DFT (the ωB97M-V functional and the def2-TZVPD basis) results for C27H54Br8O9 as an isolated structure.

The geometry in XYZ format:
```
98
C27H54Br8O9 the ωB97M-V functional and the def2-TZVPD basis
Br 1.0263 3.1187 2.1034
Br 4.2768 2.7540 0.7410
Br -0.4013 2.0205 -1.9451
Br -0.8444 0.1311 5.2473
Br -1.7450 -1.8934 0.4452
Br 1.9793 1.0418 2.7004
Br 0.0499 -3.1152 4.5448
Br 1.8994 4.6001 -2.2157
O -2.3460 -1.5805 -2.9058
O -1.5988 4.5669 0.2749
O -0.7954 0.9352 1.7380
O -2.1548 0.3777 -1.7970
O 0.8210 -2.2454 -3.1527
O 0.5514 -1.5321 -0.9466
O 2.1369 -2.7675 0.8207
O -3.6586 3.7665 -0.4285
O 1.9900 -4.9928 0.8003
C 3.5330 -3.1612 -1.2481
C -0.3948 -2.8545 1.5725
C -1.9901 -0.4279 -2.8607
C 0.1722 -2.1648 -1.9418
C 3.9045 0.8878 2.9411
C -1.1862 -2.7722 -2.0189
C 2.6224 -1.6700 -4.7227
C 2.2101 -1.7238 -3.2402
C -0.1533 0.2964 0.8948
C -1.8459 2.1767 0.0907
C 2.2958 -2.5439 -0.6162
C 1.7460 -3.7776 2.9185
C 1.9532 -3.9000 1.3850
C 0.9695 2.3620 -0.6060
C -2.3632 3.5930 0.0391
C 1.1611 -0.3530 1.2399
C -5.5428 5.0511 0.7192
C -2.9175 0.0323 -0.6529
C 0.3167 2.3999 3.8161
C -1.0585 -3.4283 2.8477
C 4.6272 0.9510 1.5627
C 2.3058 2.8671 -1.2508
C -1.1520 0.1359 -4.0045
C -0.6320 1.1594 3.4877
C -0.7484 0.1494 -0.5477
C -4.3995 0.2884 -0.7917
C -4.3303 5.0247 -0.3021
H -0.4715 0.9428 -3.7327
H 2.8060 -2.6689 -5.1185
H -4.8478 0.2184 0.1994
H 5.6919 0.7206 1.6018
H -3.6363 5.8217 -0.0351
H -1.6394 -2.4868 -1.0696
H 1.4053 -1.3541 0.8843
H 0.0971 -3.7099 1.1095
H 1.2981 -2.8256 3.2035
H -1.8615 -2.3714 -2.7748
H 2.7379 -3.8899 3.3562
H -2.6012 0.6681 0.1740
H -4.6502 1.3108 -1.0742
H 2.7980 2.2327 -1.9879
H 2.9485 3.1606 -0.4208
H 3.5993 -3.0169 -2.3265
H 1.4322 -2.9264 -1.1602
H -0.2710 3.2425 4.1804
H 4.2164 1.7279 3.5616
H -1.4050 0.9938 -0.7575
H 4.3977 -2.7649 -0.7160
H -1.5056 1.4860 2.9235
H 2.2809 -1.4917 -0.9001
H -1.8087 0.5974 -4.7420
H 4.2028 0.2364 0.8575
H -0.8682 2.0898 0.5647
H 1.1221 -0.4192 2.3272
H 1.1105 2.1262 4.5111
H 3.5074 -4.2240 -1.0072
H 1.7866 -1.3290 -5.3336
H 0.5948 3.0905 0.1130
H -6.2267 5.8968 0.7908
H 1.0795 -4.5683 3.2633
H -2.7502 -1.0233 -0.4389
H 2.8714 -2.4185 -2.7223
H -4.7899 5.1771 -1.2786
H -2.5034 1.4702 0.5974
H 3.6143 -1.2334 -4.8396
H -1.5652 1.8011 -0.8933
H -2.0178 -2.9283 2.9816
H 4.2629 0.0087 3.4766
H -1.0609 -3.8508 -2.1131
H -0.5313 -0.5606 -4.5681
H -4.7663 -0.3218 -1.6171
H -6.1820 4.1826 0.5603
H -0.0169 0.5805 2.7987
H 0.0318 0.0863 -1.3063
H -1.4055 -0.7181 -0.6085
H 0.2293 -2.0964 2.0456
H 2.3466 -0.7294 -2.8152
H -1.2200 -4.5061 2.8674
H 1.9720 0.3441 1.0288
H -5.1193 5.0285 1.7234
H 0.9912 1.4081 -0.0790
```

Calculated values
**Energy above the lowest of the compared OMol25 structures with the same formula, charge and spin**: 1245.56 kcal/mol
**Largest force on an atom**: 17.31 eV Å⁻¹
**Gap between HOMO and LUMO**: 6.6 eV
**Lowest unoccupied orbital energy**: -0.30 eV
**2S+1**: 1
**Highest occupied orbital energy**: -6.89 eV
**Net charge**: 0

---

DFT (the ωB97M-V functional and the def2-TZVPD basis) results for C6H10O as an isolated structure.

The geometry in XYZ format:
```
17
C6H10O the ωB97M-V functional and the def2-TZVPD basis
O -2.2307 0.1505 -0.9567
C 0.3594 -1.2262 -1.5239
C -1.6998 0.4022 0.2744
C 0.8251 0.7613 0.4970
C -0.5246 -0.2371 0.7227
C 0.4368 -1.0185 -0.0533
C 1.6175 1.1764 1.5044
H -0.6318 -1.4650 -1.9283
H -0.5393 -0.5101 1.7801
H 0.8298 1.2829 -0.4540
H 1.0704 -1.6811 0.5250
H 1.5786 0.7285 2.4896
H 1.0032 -2.0472 -1.8465
H 2.3089 1.9963 1.3550
H 0.6626 -0.3224 -2.0683
H -2.1518 1.2068 0.8396
H -2.9143 0.8026 -1.1569
```

Calculated values
**Energy above the lowest of the compared OMol25 structures with the same formula, charge and spin**: 102.96 kcal/mol
**Largest force on an atom**: 2.16 eV Å⁻¹
**Gap between HOMO and LUMO (alpha / beta)**: 7.3 / 6.9 eV
**Lowest unoccupied orbital energy (alpha / beta)**: 0.74 / 0.76 eV
**2S+1**: 1
**Highest occupied orbital energy (alpha / beta)**: -6.57 / -6.14 eV
**Net charge**: 0

---

DFT (the ωB97M-V functional and the def2-TZVPD basis) results for an isolated ion of composition C4H8NO5P and charge -2.

The geometry in XYZ format:
```
19
C4H8NO5P the ωB97M-V functional and the def2-TZVPD basis
P -1.6547 0.1387 -0.0475
O 0.7356 -1.5374 -0.1388
O -1.9301 0.3093 -1.5013
O -2.3762 -1.0330 0.5309
O -1.6525 1.4441 0.8660
O 1.8901 0.7246 -1.3972
N 0.7158 2.0953 0.0524
C 0.5189 -0.1049 1.8681
C 0.2796 -0.1423 0.1246
C 1.0946 0.8992 -0.4773
C 0.1333 -1.7966 -1.4069
H 1.1023 0.7219 2.0536
H -1.0000 -1.6222 -1.3379
H 0.3553 -2.9531 -1.4493
H 0.9956 -1.0387 2.1894
H 0.9935 2.9604 -0.3812
H 0.5686 -1.3343 -2.3291
H -0.2205 2.1959 0.4537
H -0.5491 0.0733 2.3279
```

Calculated values
**Energy above the lowest of the compared OMol25 structures with the same formula, charge and spin**: 79.68 kcal/mol
**Largest force on an atom**: 6.13 eV Å⁻¹
**Gap between HOMO and LUMO**: 6.8 eV
**Lowest unoccupied orbital energy**: 6.63 eV
**2S+1**: 1
**Structure (SMILES)**: CO[C@@](C)(C(N)=O)P(=O)([O-])[O-]
**Highest occupied orbital energy**: -0.15 eV
**Net charge**: -2

---

DFT (the ωB97M-V functional and the def2-TZVPD basis) results for one molecule with the formula C20H18ClN7O2.

The geometry in XYZ format:
```
48
C20H18ClN7O2 the ωB97M-V functional and the def2-TZVPD basis
Cl -3.3636 7.8221 -3.2206
O 3.9630 -5.8647 2.5227
O -0.4155 0.4200 -1.3623
N 2.1080 -6.5950 1.4956
N -2.3344 5.5851 -2.2281
N 0.4119 4.3376 -0.2884
N -1.3956 3.4841 -1.3465
N 0.3660 2.1138 -0.0849
N 2.6401 -3.1573 2.7005
N 1.5549 -3.7704 0.8697
C -0.0341 6.7161 -1.0640
C -1.4115 4.8238 -1.5462
C 2.9498 -5.5470 1.9398
C 2.0374 -2.0783 2.0776
C 0.6311 -6.3843 1.3696
C -3.7803 2.7478 -0.9015
C -0.2947 5.3531 -0.8801
C 1.3463 -2.4582 0.9563
C 0.1157 -5.6708 0.0683
C -0.9481 7.5076 -1.8125
C -0.2225 3.2215 -0.5807
C 1.3042 0.1602 1.7102
C 2.4097 -4.1604 1.9014
C -2.4670 2.5756 -1.8215
C 0.0653 0.7719 -0.3400
C -2.0608 6.9157 -2.3828
C 0.5822 -1.5701 0.1770
C 2.0717 -0.7445 2.5284
C 0.6197 -0.2465 0.4721
C 1.0931 -4.5944 -0.3207
H 1.2307 1.1713 2.0244
H -2.2183 1.5538 -1.7486
H -4.1627 3.7744 -0.9508
H -3.5260 2.5107 0.1365
H 1.9591 -4.9589 -0.9312
H -0.8690 -5.2264 0.1462
H 0.3934 -5.8677 2.3639
H -1.0093 8.6163 -1.9195
H -2.6889 2.7408 -2.8169
H 0.9920 2.2827 0.7461
H 0.9461 7.1487 -0.6570
H 0.6439 -3.9695 -1.1661
H -4.5037 1.9720 -1.1242
H 0.1783 -7.3982 1.3812
H 2.4296 -7.4518 1.8726
H 0.0488 -6.4458 -0.6585
H 2.5697 -0.2930 3.4225
H 0.0443 -1.8735 -0.7292
```

Calculated values
**Energy above the lowest of the compared OMol25 structures with the same formula, charge and spin**: 26.37 kcal/mol
**Largest force on an atom**: 5.97 eV Å⁻¹
**Gap between HOMO and LUMO**: 7.7 eV
**Lowest unoccupied orbital energy**: -0.62 eV
**2S+1**: 1
**Structure (SMILES)**: CCn1c(NC(=O)c2ccc3nc4n(c3c2)CCCNC4=O)nc2ccc(Cl)nc21
**Highest occupied orbital energy**: -8.35 eV
**Net charge**: 0

---

DFT (the ωB97M-V functional and the def2-TZVPD basis) results for C17H25BrCl22F10GaO5S3 as an isolated structure.

The geometry in XYZ format:
```
84
C17H25BrCl22F10GaO5S3 the ωB97M-V functional and the def2-TZVPD basis
Br -1.1469 -4.4706 -0.6866
Ga -1.5769 -0.9113 -1.4904
Cl 2.7949 1.4303 4.5835
Cl 1.8506 5.6088 -2.6939
Cl 1.8320 10.6458 -3.4483
Cl -0.5863 -6.7727 -2.9602
Cl -2.2410 -9.0700 -2.1826
Cl 0.8380 5.5460 -5.4334
Cl 1.1579 -0.8339 5.4328
Cl 1.7722 -1.0165 9.8885
Cl 5.7750 8.3103 -4.1682
Cl 5.2925 9.3372 -1.4747
Cl -9.1143 1.4444 3.8908
Cl -5.8991 0.1338 0.7205
Cl 5.2340 -1.5766 10.9115
Cl 2.7202 -3.7004 9.2502
Cl 0.2602 -6.9095 0.4101
Cl 2.4925 -8.7495 -0.0363
Cl 6.2139 -1.0521 8.1937
Cl 3.4898 12.9177 -4.2511
Cl -3.7430 -5.9415 -1.2211
Cl -8.3105 1.2797 -0.4752
Cl -4.2566 -4.8955 1.4630
Cl -6.6935 0.3082 5.0735
S 0.4597 -0.5980 -0.3810
S -2.5235 1.0415 -2.3618
S -3.0430 -1.6334 0.0906
F 0.8441 2.0202 -0.6880
F 1.6622 -1.3130 -3.2605
F 2.8982 1.8018 -2.5011
F 3.4497 -0.9632 -2.0725
F 3.2751 -0.1664 -4.0136
F 2.5692 0.8813 -0.1677
F -1.5491 0.3751 -4.7886
F -1.6574 2.4826 -4.4144
F -3.4108 1.4003 -4.8143
F 0.9455 1.2520 -3.2039
O -3.9588 0.9012 -2.2051
O -2.1085 2.2592 -1.6945
O 0.1257 -0.3422 1.0261
O 1.2173 -1.8324 -0.4264
O 0.2424 -4.0610 -2.9584
C -4.8881 -5.8592 0.1219
C 2.8390 11.3439 -4.7236
C -6.5390 1.2224 -0.5156
C 2.7478 -1.9940 8.7869
C 4.6512 8.3609 -2.8010
C 1.9467 0.8595 -2.4095
C 1.4569 0.8805 -0.9275
C -2.2500 1.3246 -4.1957
C -0.6445 -3.6125 -2.3950
C -1.4619 -2.4431 -2.8513
C 1.9871 -7.1849 0.6282
C 2.5947 -0.4658 -2.8991
C 6.6475 -1.5010 9.8482
C 2.1482 -0.1559 4.1385
C -1.2268 -8.3470 -3.4417
C -7.3456 1.3998 3.8458
C 0.9452 4.6759 -3.8956
H 4.4855 7.3499 -2.4452
H -0.3951 -9.0155 -3.6378
H -6.1519 2.2191 -0.3373
H -6.9670 2.3993 4.0305
H -5.8097 -5.4074 -0.2296
H 2.2156 -7.1672 1.6883
H 7.1217 -2.4762 9.8306
H -1.1351 -2.1095 -3.8400
H 7.3361 -0.7595 10.2382
H 2.3520 -1.8947 7.7820
H 3.6661 10.6699 -4.9250
H 3.7163 8.7958 -3.1352
H -1.8228 -8.2228 -4.3395
H -5.0793 -6.8660 0.4779
H -3.4267 -0.4915 0.7027
H -0.0574 4.4978 -3.5212
H 2.9759 -0.8279 3.9401
H 2.2348 11.4688 -5.6153
H 3.7673 -1.6412 8.8184
H 1.4522 3.7319 -4.0604
H -7.0289 1.0536 2.8674
H 1.5365 -0.0558 3.2394
H 2.5309 -6.3975 0.1166
H -6.2173 0.8681 -1.4880
H -2.5022 -2.7934 -2.9324
```

Calculated values
**Largest force on an atom**: 4.54 eV Å⁻¹
**Gap between HOMO and LUMO**: 8.3 eV
**Lowest unoccupied orbital energy**: 1.74 eV
**2S+1**: 1
**Highest occupied orbital energy**: -6.59 eV
**Net charge**: -1

---

DFT (the ωB97M-V functional and the def2-TZVPD basis) results for a 7-piece molecular cluster, C33H68BrFINO14S overall.

The geometry in XYZ format:
```
120
C33H68BrFINO14S the ωB97M-V functional and the def2-TZVPD basis
I -0.3352 1.0915 2.6113
Br 2.3067 5.5275 3.6359
S 3.5375 3.3361 -1.4332
F -0.4273 1.8061 -2.8388
O 6.4122 -0.9121 -0.5546
O -3.2121 1.4001 -3.7660
O -5.7230 -4.4237 0.0887
O -0.5086 1.5512 -0.3557
O 2.1119 0.0751 1.4344
O 1.2415 2.9229 -3.7341
O 2.2479 5.7352 0.9043
O 0.9479 4.4896 -1.3106
O 2.4697 -4.9331 0.8314
O -0.6702 4.1119 0.0962
O -6.2690 3.6552 -0.1383
O 7.6000 3.1879 2.5850
O 6.7226 5.1723 3.0628
O -7.2450 -8.0298 -1.4706
N 1.3152 2.8829 0.4608
C -5.1410 0.1165 1.0120
C 4.7330 3.4503 1.2525
C 2.2526 -2.1553 -1.5839
C 5.2361 3.3196 2.7271
C 0.3941 3.9441 -0.4337
C 3.8777 -1.1707 -3.2268
C 6.6784 -1.0533 0.8395
C -5.8629 -1.1873 0.6933
C 2.3852 -1.2965 1.6609
C 0.8998 2.0647 -2.9797
C 0.4662 1.5719 0.5702
C 1.9765 4.9816 1.7578
C 2.9438 -1.4149 3.0769
C 1.8635 -5.7662 -0.1581
C -3.1235 2.4322 0.5279
C 3.4887 -1.2509 -1.7233
C 1.4298 0.4019 0.2414
C -5.9765 -4.8752 -1.2429
C -1.5514 0.5821 -0.3995
C 3.7871 2.2738 0.9795
C -2.9835 1.0051 0.0135
C -3.3370 1.1878 -5.1653
C -6.7358 4.8045 0.5587
C 3.7523 -2.7050 3.2944
C 2.3489 1.0418 -0.8522
C -3.6048 -0.0345 0.9652
C 3.5737 0.0833 -0.9579
C 1.3769 3.6046 1.7533
C 6.6260 3.8632 2.7928
C -5.6103 0.7016 2.3754
C 2.6568 2.3623 -0.0879
C -7.7430 -8.8045 -2.5576
C 1.8371 1.0741 -2.3213
H 4.2759 -0.2010 -3.5150
H 1.3953 0.1003 -2.5295
H 4.5411 -1.9867 -3.4975
H 4.4718 1.4988 0.6587
H -2.3629 0.9881 -5.6212
H -3.4067 -1.0031 0.4954
H 3.1284 -1.6943 0.9710
H 7.0766 -0.3208 -0.9194
H -6.4474 -4.7301 0.6392
H -7.5340 -8.4509 -0.6571
H 2.0863 -1.3970 3.7503
H -7.3497 -9.8236 -2.5260
H 3.1458 -3.4259 3.8373
H 2.9765 -1.3155 -3.8285
H 2.2087 -6.7981 -0.0624
H -6.3931 0.0775 2.8000
H 3.3162 4.6064 -1.0911
H 7.6441 5.4136 2.8976
H 5.3009 2.2601 2.9603
H -2.8600 3.1242 -0.2661
H 3.4019 1.8755 1.9163
H -5.4686 0.8477 0.2724
H 0.9049 -0.5014 -0.0542
H -7.4637 4.4696 1.2935
H 4.2963 -1.8599 -1.3208
H 7.6668 -1.4849 1.0104
H 4.0093 -3.1385 2.3286
H -3.7906 2.0523 -5.6574
H 0.7751 -5.7327 -0.0693
H -3.1521 0.0192 1.9513
H -1.2987 -0.3701 0.0728
H 4.5677 3.8236 3.4190
H 0.3700 3.7411 2.1420
H 3.5146 -0.5188 3.3183
H -6.9300 -1.0268 0.8677
H 1.2863 -1.6659 -1.6874
H 5.9255 -1.7237 1.2507
H 4.3671 0.6723 -1.4255
H 2.2722 -2.6543 -0.6166
H -6.9170 -4.4578 -1.6127
H 1.4668 -1.8891 1.6063
H -1.6318 0.3225 -1.4556
H -5.9854 1.7129 2.2233
H -5.1598 -4.5269 -1.8708
H -5.9156 5.3101 1.0757
H -5.5457 -2.0207 1.3154
H -4.7792 0.7989 3.0709
H -4.1839 2.5936 0.7277
H 4.3484 4.4575 1.1353
H 3.9695 -0.1199 0.0261
H -8.8351 -8.8420 -2.5452
H 2.1552 -5.3823 -1.1318
H 4.6593 -2.5164 3.8604
H -5.6236 3.9508 -0.7863
H -5.7875 -1.4466 -0.3617
H 5.6340 3.3732 0.6520
H 6.6162 -0.0886 1.3523
H -7.2189 5.5094 -0.1231
H 2.2154 -5.2679 1.6952
H 2.2874 -2.9548 -2.3222
H -6.0241 -5.9643 -1.2778
H 1.8738 3.0333 2.5303
H -2.5949 2.6362 1.4518
H -2.6403 2.1626 -3.6356
H -3.9793 0.3226 -5.3115
H -3.6092 0.9519 -0.8787
H 2.7160 1.1229 -2.9515
H -7.4159 -8.3274 -3.4775
```

Calculated values
**Energy above the lowest of the compared OMol25 structures with the same formula, charge and spin**: 0.00 kcal/mol
**Largest force on an atom**: 3.19 eV Å⁻¹
**Gap between HOMO and LUMO**: 8.7 eV
**Lowest unoccupied orbital energy**: 0.01 eV
**2S+1**: 1
**Structure (SMILES)**: CCCO[C@@H]1[C@](CC(=O)F)(CC(C)C)[C@](S)(CCCC(=O)O)[N@@+](CC(=O)Br)(C(=O)[O-])[C@@]1(I)OC[C@H](C)CC(C)C.CO.CO.CO.CO.CO.CO
**Highest occupied orbital energy**: -8.68 eV
**Net charge**: 0